# 1
Formula: C4H11N3
Source: OMol25
Level of theory: ωB97M-V with the def2-TZVPD basis set

Calculated values
Kohn-Sham gap (eV): 8.52
ΔE to the lowest compared entry with this formula, charge and spin (kJ/mol): 424.2

Atoms and positions in Å:
C 1.6150 0.3682 -0.8653
C 0.8005 0.3197 1.7503
N 1.1308 1.6085 -1.1787
N 1.0590 -0.7579 -1.2356
H 2.5612 0.3385 -0.3421
H 1.5639 2.3958 -0.7219
H 0.3347 -0.6121 -1.9345
H 0.1233 1.6911 -1.2227
H 0.0354 -1.2334 -0.3200
H 1.2828 1.2839 1.5981
H 0.4001 0.3167 2.7600
H 1.4192 -0.5777 1.6634
C -2.3790 -1.0818 -0.2240
C -1.0553 -0.7605 0.3881
N -0.7659 0.2491 1.0260
H -3.0395 -0.2149 -0.2209
H -2.2442 -1.4340 -1.2480
H -2.8422 -1.8992 0.3277

Atoms 1-2, force components in eV/Å:
C -0.961 -1.125 -1.195
C -3.357 -0.433 -0.249

***

# 2
Formula: C9H23BN2O2S
Source: OMol25
Level of theory: ωB97M-V with the def2-TZVPD basis set

Calculated values
Kohn-Sham gap (eV): 4.77

Atoms and positions in Å:
O -3.4125 0.2192 -0.6708
B -3.5890 -1.2326 -0.7351
O -4.0292 -1.7765 0.5302
N -3.2765 -2.0177 -1.8173
S -3.4133 -1.4711 -3.4072
H -4.2217 0.6589 -0.3917
H -4.9735 -1.9529 0.5145
H -3.8889 -0.2124 -3.2960
C -0.8767 1.0484 -2.2854
C -0.3072 -0.2227 -1.6637
C -0.5780 -0.3057 -0.1605
C 0.1073 0.7369 0.6857
N 1.6495 0.6701 0.7587
C 2.0822 0.9286 2.1783
C 1.9533 -0.4226 2.8490
C 2.5094 -1.3862 1.7904
C 2.2480 -0.6909 0.4447
C 2.2186 1.7137 -0.1442
H -0.4162 1.9928 -1.9729
H -0.7749 1.0031 -3.3703
H -1.9407 1.0642 -2.0434
H 0.7581 -0.3262 -1.9114
H -0.8169 -1.0733 -2.1241
H -0.3772 -1.3073 0.2317
H -1.6526 -0.1571 -0.0158
H -0.2472 0.6744 1.7135
H -0.1280 1.7377 0.3240
H 3.1199 1.2652 2.1458
H 1.4564 1.7138 2.5991
H 0.9058 -0.6436 3.0578
H 2.4935 -0.4648 3.7924
H 2.0355 -2.3643 1.8388
H 3.5800 -1.5361 1.9274
H 1.5787 -1.2404 -0.2026
H 3.1712 -0.5069 -0.1012
H 1.8573 2.6884 0.1773
H 1.8906 1.5140 -1.1619
H 3.3049 1.6818 -0.0837

Atoms 1-2, force components in eV/Å:
O -0.701 -0.091 -0.477
B -0.067 -0.324 -0.101

***

# 3
Formula: C39H47CdN3O7S3SeSi
Source: OMol25
Level of theory: ωB97M-V with the def2-TZVPD basis set

Calculated values
Kohn-Sham gap (eV): 6.29
ΔE to the lowest compared entry with this formula, charge and spin (kJ/mol): 84.1

Atoms and positions in Å:
Cd 0.4588 0.0286 -1.5986
C 4.5020 1.9531 -1.0996
O 3.1252 1.6777 -1.2140
C 2.2752 2.7819 -0.9937
C 1.7140 2.7147 0.4067
O 1.1653 1.4160 0.6122
C 0.3127 1.3687 1.7344
C -0.1763 -0.0455 1.9486
O -0.7329 -0.5556 0.7568
C -1.4225 -1.7669 0.9645
H 4.8233 2.6682 -1.8644
H 5.0241 1.0113 -1.2584
H 4.7626 2.3528 -0.1113
H 1.4393 2.7205 -1.6971
H 2.8017 3.7277 -1.1537
H 0.9307 3.4682 0.5186
H 2.5063 2.8900 1.1489
H -0.5379 2.0370 1.5850
H 0.8552 1.6765 2.6322
H -0.9382 -0.0153 2.7348
H 0.6459 -0.6972 2.2811
H -2.2561 -1.6292 1.6637
H -0.7553 -2.5391 1.3709
H -1.8035 -2.0877 -0.0036
S -3.0416 -3.5342 -5.0005
C -3.9638 -4.7645 -5.7455
C -3.7802 -5.9720 -5.1484
C -2.8737 -5.9059 -4.0647
C -2.3736 -4.6487 -3.8508
C -1.4109 -4.2175 -2.8413
C -1.0602 -2.8571 -2.6953
N -0.1834 -2.4228 -1.8272
C 0.4390 -3.2980 -1.0230
C 0.1288 -4.6707 -1.0368
C 0.7639 -5.5477 -0.0991
C 1.6570 -5.0734 0.7959
C 2.0229 -3.6886 0.8100
C 2.9190 -3.1641 1.7521
C 3.2432 -1.8223 1.7187
C 2.6899 -1.0572 0.6697
N 1.8170 -1.5134 -0.1919
C 1.4447 -2.8050 -0.1204
C 4.0757 -1.1844 2.7336
C 4.6261 -1.7378 3.8573
C 5.3563 -0.8103 4.6397
C 5.3466 0.4406 4.1086
S 4.4486 0.5074 2.6517
C -0.8055 -5.1150 -1.9807
H -4.5900 -4.5349 -6.5922
H -4.2710 -6.8800 -5.4659
H -2.6094 -6.7659 -3.4670
H -1.5277 -2.0983 -3.3162
H 0.4983 -6.5977 -0.1106
H 2.1225 -5.7254 1.5249
H 3.3276 -3.8279 2.5036
H 2.9619 -0.0148 0.5575
H 4.5204 -2.7793 4.1237
H 5.8645 -1.0717 5.5560
H 5.8177 1.3317 4.4909
H -1.0477 -6.1686 -2.0312
C -1.4692 0.6997 -4.8673
Si 0.2634 0.2051 -5.4464
C 1.0501 1.6201 -6.4326
C 0.1375 -1.3363 -6.5465
Se 1.7008 -0.2658 -3.7281
H -2.0102 1.2148 -5.6654
H -1.4220 1.3638 -4.0036
H -2.0572 -0.1732 -4.5746
H 0.6682 1.6690 -7.4554
H 2.1310 1.4816 -6.4755
H 0.8566 2.5799 -5.9503
H -0.2569 -1.0862 -7.5349
H -0.5197 -2.0840 -6.0999
H 1.1215 -1.7894 -6.6739
C 0.8819 4.7235 5.9578
C -0.4315 4.3361 5.3359
C -1.0947 3.1772 5.7346
C -2.3035 2.8200 5.1605
C -2.8575 3.6374 4.1878
C -2.2276 4.8049 3.7906
C -1.0148 5.1484 4.3660
S -4.3988 3.1578 3.4484
O -5.0096 4.3339 2.8997
O -5.1206 2.3678 4.4066
N -3.9708 2.0919 2.2451
C -3.6570 2.6578 0.9192
C -3.2259 1.5645 -0.0637
C -1.8943 1.7822 -0.8095
O -1.2948 2.8535 -0.7177
O -1.5662 0.7882 -1.5521
H 1.4055 3.8495 6.3432
H 0.7126 5.4123 6.7885
H 1.5204 5.2274 5.2317
H -0.6645 2.5503 6.5069
H -2.8518 1.9419 5.4769
H -2.7139 5.4438 3.0643
H -0.5172 6.0633 4.0679
H -4.6905 1.3759 2.2060
H -2.8625 3.3945 1.0550
H -4.5250 3.1922 0.5268
H -3.9925 1.4294 -0.8275
H -3.1011 0.6144 0.4558

Atoms 1-2, force components in eV/Å:
Cd -0.234 -0.124 0.267
C -0.025 0.056 -0.031

***

# 4
Formula: C35H63F12O20
Source: OMol25
Level of theory: ωB97M-V with the def2-TZVPD basis set

Calculated values
Kohn-Sham gap (eV): 6.71
ΔE to the lowest compared entry with this formula, charge and spin (kJ/mol): 276.1
Net charge: -1

Atoms and positions in Å:
O 0.4493 0.6772 0.4830
C -0.0878 -0.0457 -0.5070
O 0.5069 -1.0341 -0.9162
O -1.2300 0.2682 -0.9557
H 1.2589 0.1717 0.3801
C 3.2137 -1.5855 1.1961
O 2.9743 -0.2514 0.8650
C 4.0691 0.5572 0.4065
C 4.7904 0.0053 -0.8803
O 5.4909 -1.2452 -0.7305
C 6.5695 -1.1179 0.1481
C 7.2517 -2.3825 0.5380
O 7.3492 -3.2693 -0.6079
C 8.0434 -4.4625 -0.1646
H 2.5283 -1.9111 1.9786
H 4.1505 -1.6458 1.7499
H 3.1985 -2.1746 0.2792
H 4.7384 0.8662 1.2094
H 3.5443 1.4907 0.2034
H 5.4712 0.7442 -1.3028
H 3.9966 -0.1165 -1.6172
H 6.2681 -0.5922 1.0542
H 7.3445 -0.4849 -0.2842
H 6.6458 -2.9392 1.2530
H 8.2489 -2.1458 0.9091
H 8.9510 -4.1952 0.3766
H 8.2312 -5.0215 -1.0814
H 7.3973 -4.8797 0.6078
C -4.3584 -0.4707 -1.4651
O -3.9004 -1.4049 -2.3969
C -4.7042 -2.6261 -2.3990
C -4.1360 -3.7073 -3.3105
O -2.8314 -4.0856 -2.8191
C -2.3493 -5.2617 -3.4432
C -1.0395 -5.6836 -2.7843
O -0.1404 -4.5204 -2.5759
C 1.0790 -4.9538 -2.0561
H -4.2325 -0.8095 -0.4368
H -5.4070 -0.1794 -1.5266
H -3.7435 0.4185 -1.6040
H -5.7475 -2.4408 -2.6546
H -4.7728 -3.0732 -1.4073
H -3.8883 -3.2516 -4.2692
H -4.8268 -4.4806 -3.6465
H -2.2178 -5.0275 -4.4995
H -3.0189 -6.1211 -3.4797
H -0.4974 -6.4972 -3.2661
H -1.2267 -5.9596 -1.7465
H 1.7780 -5.4152 -2.7537
H 0.9451 -5.5551 -1.1570
H 1.6458 -4.0743 -1.7504
C -0.7794 6.1855 0.7404
O 0.2986 5.4973 0.0656
C -0.0384 4.1625 -0.3645
C 0.9873 3.5717 -1.3285
O 0.7617 3.9497 -2.6778
C 1.0805 5.2697 -3.1028
C 0.9192 5.4394 -4.6956
O 1.5652 4.3913 -5.4935
C 1.1220 4.3989 -6.8224
H -1.5587 6.3772 0.0029
H -0.3119 7.0431 1.2242
H -1.1394 5.6348 1.6094
H -0.9491 4.2105 -0.9615
H -0.2618 3.5060 0.4765
H 0.8284 2.4934 -1.3126
H 1.9921 3.5898 -0.9064
H 2.0327 5.7267 -2.8337
H 0.2967 5.8500 -2.6160
H 1.4546 6.3720 -4.8731
H -0.1106 5.5957 -5.0169
H 1.7633 3.7599 -7.4296
H 1.0656 5.3819 -7.2900
H 0.1089 3.9991 -6.8660
C -1.6211 -3.4915 0.7061
C -1.3312 -4.8783 1.2899
O -0.6367 -4.7976 2.5492
C 0.6962 -4.6351 2.6318
O 1.4789 -4.4222 1.7050
C 1.2373 -4.9142 4.0672
F 0.2577 -5.1253 4.9755
F 1.8695 -6.0284 4.0376
F 2.0988 -4.0125 4.4348
H -1.8995 -3.5397 -0.3466
H -0.7296 -2.8701 0.7910
H -2.4294 -3.1651 1.3605
H -0.8883 -5.5896 0.5928
H -2.2790 -5.3790 1.4878
C -3.9934 3.3462 -0.8989
C -3.4697 3.1361 -2.3148
O -2.9407 4.3994 -2.6979
C -3.5841 5.1668 -3.6271
O -4.4926 4.7963 -4.4013
C -3.0284 6.5893 -3.6880
F -2.5378 6.7885 -4.9313
F -4.0442 7.4452 -3.6171
F -2.1212 6.7795 -2.7126
H -3.1602 3.5175 -0.2174
H -4.6107 2.5097 -0.5712
H -4.6145 4.2389 -0.8245
H -4.1686 2.7376 -3.0503
H -2.6602 2.4073 -2.2737
C 0.5860 -0.5539 3.7300
C 1.5138 -0.3277 4.8864
O 1.0272 -1.1591 5.9680
C 1.8568 -1.2433 7.0661
O 2.9857 -0.6903 7.1355
C 1.2888 -2.0846 8.1480
F 1.3625 -1.4463 9.3288
F 0.0374 -2.4707 7.8766
F 2.0639 -3.1598 8.1878
H 0.5219 -1.5470 3.2854
H 0.9149 0.1311 2.9485
H -0.4167 -0.2241 4.0018
H 1.5057 0.7280 5.1574
H 2.5770 -0.5236 4.7473
C -1.6626 2.7849 3.4032
C -2.2038 1.7334 2.4215
O -3.6080 1.8481 2.2325
C -4.3933 0.7267 2.1920
O -4.0156 -0.4406 2.1503
C -5.9426 1.1222 2.2214
F -6.5388 0.5300 3.2309
F -6.1050 2.4123 2.2783
F -6.4207 0.6467 1.0675
H -0.5957 2.7098 3.6130
H -2.1202 2.6541 4.3838
H -1.7377 3.7662 2.9348
H -2.0597 0.7318 2.8266
H -1.7193 1.8297 1.4499

Atoms 1-2, force components in eV/Å:
O 0.496 0.809 0.557
C -5.191 -0.670 -2.823

***

# 5
Formula: C10H10N4W
Source: OMol25
Level of theory: ωB97M-V with the def2-TZVPD basis set

Calculated values
Spin multiplicity: 3
Kohn-Sham gap (spin up / spin down) (eV): 6.58 / 7.40

Atoms and positions in Å:
C -0.9159 -0.3276 -2.1721
C -0.2687 -1.5615 -1.8481
C 1.1403 -1.3129 -1.7363
C 1.3579 0.0839 -1.9770
C 0.0872 0.6928 -2.2387
W 0.0236 -0.0276 -0.0118
C -0.4817 -1.9752 1.3690
C -1.7327 -1.5202 1.0915
C -3.0245 -1.3685 0.9194
N -1.2176 1.1128 0.6202
H 1.9026 -2.0455 -1.4975
H -0.7614 -2.5160 -1.7173
H 2.3121 0.5920 -1.9558
H -0.0852 1.7384 -2.4608
H -1.9813 -0.1858 -2.3193
H -0.0096 -2.7249 0.7279
H -1.9619 1.6841 0.8427
H 0.0280 -1.6822 2.2884
H -3.7291 -2.1085 1.3036
H -3.4271 -0.4952 0.3816
N 1.2535 1.3361 0.9711
C 2.1012 2.1294 1.2426
N 3.1121 3.0508 1.5685
C 3.2575 3.6677 2.9209
N 3.3448 4.1188 3.9516

Atoms 1-2, force components in eV/Å:
C 0.474 -0.195 0.343
C 0.394 0.576 0.122

***

# 6
Formula: C56H46BrN5O4PPbS
Source: OMol25
Level of theory: ωB97M-V with the def2-TZVPD basis set

Calculated values
Kohn-Sham gap (eV): 6.99
ΔE to the lowest compared entry with this formula, charge and spin (kJ/mol): 36.4
Net charge: +1

Atoms and positions in Å:
Pb 0.2027 1.2688 0.0979
C -2.2896 0.1972 3.9506
C -1.2714 0.4933 3.0375
N -1.5186 0.8441 1.7944
C -2.7980 0.9380 1.3489
C -3.8873 0.6814 2.2106
C -3.5877 0.2924 3.5330
C -5.2082 0.8396 1.7348
C -5.3946 1.2848 0.4594
C -4.3153 1.5410 -0.4082
C -3.0026 1.3406 -0.0177
N -1.8716 1.5644 -0.7639
C -1.8811 1.8600 -2.1178
C -2.7957 1.4088 -3.0464
C -2.7164 1.7782 -4.4054
C -1.7204 2.5861 -4.8679
C -0.7185 3.0238 -3.9701
C 0.3848 3.8078 -4.3775
C 1.3445 4.1645 -3.4727
C 1.2085 3.7275 -2.1464
N 0.1883 3.0131 -1.7327
C -0.7861 2.6554 -2.6107
H -2.0373 -0.1005 4.9583
H -0.2287 0.4414 3.3322
H -4.4039 0.0775 4.2121
H -6.0421 0.6388 2.3940
H -6.3977 1.4513 0.0879
H -4.5361 1.9237 -1.3917
H -3.5905 0.7455 -2.7396
H -3.4760 1.4120 -5.0846
H -1.6717 2.8851 -5.9073
H 0.4608 4.1096 -5.4152
H 2.2013 4.7579 -3.7576
H 1.9628 3.9724 -1.4058
C -1.9624 5.8176 3.3346
C -0.6784 5.1615 2.9137
C 0.5664 5.6565 3.2882
C 1.7271 5.0121 2.8934
C 1.5921 3.8727 2.1229
Br 3.1400 2.9336 1.5518
N 0.4281 3.3807 1.7484
C -0.6820 4.0151 2.1332
H -1.7997 6.8603 3.5998
H -2.3845 5.3149 4.2062
H -2.7038 5.7768 2.5378
H 0.6307 6.5541 3.8905
H 2.7048 5.3790 3.1670
H -1.6159 3.5808 1.7909
C 3.4339 -1.9348 6.0143
C 3.3601 -3.1076 5.2717
C 2.8094 -3.0938 4.0006
C 2.3176 -1.9063 3.4564
C 2.4178 -0.7336 4.2015
C 2.9657 -0.7462 5.4774
P 1.5801 -1.7764 1.7813
C 2.5297 -3.0942 0.9329
C 3.9045 -2.8795 0.7969
C 4.7038 -3.8037 0.1438
C 4.1361 -4.9525 -0.3943
C 2.7731 -5.1727 -0.2642
C 1.9731 -4.2503 0.4008
C -0.1103 -2.5039 2.0182
C -0.4627 -2.9987 3.2528
C -1.7871 -3.3478 3.5791
C -2.7858 -3.1396 2.6815
C -2.4951 -2.6337 1.3932
C -3.5445 -2.3907 0.4726
C -3.2792 -1.9217 -0.7758
C -1.9479 -1.7219 -1.1880
C -0.9276 -1.9602 -0.3116
C -1.1454 -2.3685 1.0343
H 3.8691 -1.9472 7.0048
H 3.7371 -4.0336 5.6850
H 2.7618 -4.0103 3.4247
H 2.0834 0.2029 3.7662
H 3.0406 0.1722 6.0449
H 4.3500 -1.9787 1.2054
H 5.7667 -3.6269 0.0487
H 4.7581 -5.6751 -0.9054
H 2.3289 -6.0726 -0.6706
H 0.9113 -4.4390 0.5098
H 0.2901 -3.1065 4.0188
H -2.0024 -3.7488 4.5609
H -3.8171 -3.3571 2.9304
H -4.5627 -2.5827 0.7852
H -4.0839 -1.7256 -1.4715
H -1.7380 -1.3840 -2.1943
C -1.1569 -0.4960 -7.3225
C 0.1979 -0.8474 -6.7732
C 0.7990 -2.0658 -7.0910
C 2.0528 -2.3909 -6.6030
C 2.7157 -1.4828 -5.7875
C 2.1492 -0.2563 -5.4751
C 0.8889 0.0500 -5.9641
S 4.2321 -1.9529 -5.0172
O 4.9089 -2.8950 -5.8519
O 4.8557 -0.7518 -4.5530
N 3.7852 -2.8048 -3.6832
C 2.9877 -2.1769 -2.6520
C 1.4639 -2.3976 -2.8150
C 0.7380 -1.4121 -1.9566
O 0.4003 -1.8972 -0.7182
O 0.5508 -0.2608 -2.2533
H -1.8008 -1.3733 -7.3768
H -1.0660 -0.0943 -8.3336
H -1.6431 0.2598 -6.7062
H 0.2766 -2.7663 -7.7308
H 2.5232 -3.3337 -6.8485
H 2.6887 0.4403 -4.8481
H 0.4294 0.9952 -5.7041
H 3.6505 -3.7894 -3.8635
H 3.2133 -1.1100 -2.6810
H 3.2973 -2.5537 -1.6774
H 1.2014 -3.4140 -2.5213
H 1.1711 -2.2102 -3.8470

Atoms 1-2, force components in eV/Å:
Pb 0.285 0.009 0.122
C -0.037 -0.024 0.064

***

# 7
Formula: C5H15N2O
Source: OMol25
Level of theory: ωB97M-V with the def2-TZVPD basis set

Calculated values
Structure (SMILES): C[NH2+]CCNCCO
Kohn-Sham gap (eV): 10.31
ΔE to the lowest compared entry with this formula, charge and spin (kJ/mol): 357.8
Net charge: +1

Atoms and positions in Å:
C 1.4187 -2.7158 -0.7911
N 0.6543 -1.5276 -0.7747
C -0.9753 -1.6304 -0.3709
C -1.3063 -0.1439 -0.5958
N -1.0882 0.4016 0.7780
C -0.9667 1.8945 0.7256
C 0.4562 2.4964 0.4182
O 1.4527 1.4147 0.6022
H 1.2315 -3.3010 -1.7102
H 1.5641 -3.1954 0.1581
H 2.5125 -2.4293 -0.8296
H 0.7919 -0.8648 -1.5417
H 0.9454 -0.8734 0.0442
H -1.3761 -2.2162 -1.1555
H -1.1354 -1.9959 0.6792
H -2.3926 -0.1851 -0.7906
H -0.8344 0.3842 -1.3871
H -1.7803 -0.0290 1.3492
H -1.7093 2.3056 0.0802
H -1.0836 2.4747 1.6782
H 0.8232 2.8189 -0.4548
H 0.6694 3.2037 1.2114
H 1.4302 1.0630 1.5121

Atoms 1-2, force components in eV/Å:
C 3.865 -0.617 -1.345
N -2.362 2.401 4.196

***

# 8
Formula: C6H16N
Source: OMol25
Level of theory: ωB97M-V with the def2-TZVPD basis set

Calculated values
Kohn-Sham gap (eV): 8.10
ΔE to the lowest compared entry with this formula, charge and spin (kJ/mol): 369.4
Net charge: +1

Atoms and positions in Å:
C 2.3704 -0.2702 -0.8724
C 1.3190 0.3248 0.0377
C 0.0340 -0.3707 -0.0770
C -1.1905 0.2200 0.3362
C -2.2344 -0.6409 1.0134
C -1.8271 1.0558 -0.8885
N 1.6618 0.1697 1.4488
H 3.3225 0.2480 -0.8069
H 2.5458 -1.3263 -0.6336
H 2.0657 -0.2590 -1.9185
H 1.2753 1.3764 -0.2776
H 0.0370 -1.9652 -4.5077
H 0.0463 -1.4558 0.0595
H -0.8792 1.0455 0.9997
H -1.7539 -1.3539 1.7034
H -2.8064 -1.2809 0.3441
H -2.9226 -0.0604 1.6327
H -1.4647 2.0737 -0.8622
H -1.5328 0.5741 -1.8256
H -2.9015 0.9724 -0.8265
H 2.5448 -0.3129 1.5607
H -0.2882 -1.3796 -4.1456
H 0.9640 -0.2628 2.0452

Atoms 1-2, force components in eV/Å:
C 0.429 -1.083 -0.380
C 0.707 1.057 -1.877

***

M across the listed records, respectively: 101.15, 234.17, 985.48, 1031.85, 370.06, 1203.16, 119.19, 102.20 g mol⁻¹.
E across the listed records, respectively: -8793.2222, -28292.6321, -170305.4576, -110871.6015, -18311.7860, -169871.7539, -10446.8522, -7961.6040 eV.